(1)
{"formula": "C32H58BBr3N7O6", "method": "ωB97M-V/def2-TZVPD", "elements": ["Br", "Br", "Br", "O", "O", "O", "O", "O", "O", "N", "N", "N", "N", "N", "N", "N", "C", "C", "C", "C", "C", "C", "C", "C", "C", "C", "C", "C", "C", "C", "C", "C", "C", "C", "C", "C", "C", "C", "C", "C", "C", "C", "C", "C", "C", "C", "C", "C", "B", "H", "H", "H", "H", "H", "H", "H", "H", "H", "H", "H", "H", "H", "H", "H", "H", "H", "H", "H", "H", "H", "H", "H", "H", "H", "H", "H", "H", "H", "H", "H", "H", "H", "H", "H", "H", "H", "H", "H", "H", "H", "H", "H", "H", "H", "H", "H", "H", "H", "H", "H", "H", "H", "H", "H", "H", "H", "H"], "xyz": [[4.16181, -0.74242, -1.50587], [0.41168, 3.87637, 2.55992], [-4.09876, 3.49209, 1.85335], [0.06038, -1.31094, 1.47140], [2.26914, 1.32966, 1.27354], [-3.29767, 0.18778, -0.22746], [0.77679, -2.71062, -5.06574], [0.75656, -2.46672, 3.27767], [1.87155, 2.34323, -4.15628], [0.64251, -0.09498, 1.88777], [-0.38656, -4.37943, -6.01184], [-1.21899, 1.17296, 0.68487], [1.00820, 1.60245, -6.08591], [-2.66606, 0.99437, 2.50296], [2.68437, -0.88102, 6.35057], [-2.63648, 2.33337, -1.09747], [1.44113, -5.68860, -0.47454], [1.19414, 0.68000, 0.69247], [2.87589, 2.46180, 0.64758], [2.21454, -5.47475, 0.66594], [1.74570, -0.38700, -2.84840], [-1.28418, 3.03002, 2.29835], [1.62918, 2.54770, -5.34008], [-2.27897, 3.92015, 2.22550], [1.92445, -4.40025, 1.50273], [0.64482, 1.66422, -7.49059], [1.56749, -0.39660, -0.34520], [1.88949, -4.82369, -5.21578], [0.43728, 1.18194, 4.07003], [0.40278, -4.81406, -0.79853], [-5.42894, 1.42222, 4.93183], [-1.38294, 1.50485, 2.10768], [0.72648, -3.88089, -5.41833], [4.36186, 2.21148, 0.34328], [0.11101, -3.73186, 0.02776], [-6.82005, 1.51093, 4.26243], [-4.44257, 0.55860, 4.11933], [2.38607, 0.09463, -1.55455], [-2.11548, 5.39992, 2.38685], [0.87440, -3.53494, 1.18221], [2.24147, -0.30920, 5.06796], [2.00794, 3.83982, -6.02218], [-3.06009, 1.21333, 3.89216], [-0.28902, 0.61334, 2.84540], [0.58811, -2.43643, 2.11035], [-0.62073, -5.73027, -6.49370], [0.05572, 1.53372, 0.08563], [0.79485, 0.14013, 5.15266], [-2.40386, 1.24145, -0.19692], [2.84295, 3.30084, 1.33022], [1.65919, -6.53984, -1.09958], [-3.16805, 2.26608, 4.11814], [0.93670, 2.61340, -7.92503], [-1.92721, 3.05259, -1.07221], [-0.16003, 1.96841, 4.51147], [2.13981, -1.19339, 0.11600], [4.97608, 2.93257, 0.86864], [2.38356, 2.79441, -0.26072], [-1.12431, -3.70153, -6.11909], [-7.23771, 2.50189, 4.41305], [2.69680, -4.28051, -4.73438], [-3.56096, 2.72981, -1.02217], [2.49045, -4.21947, 2.40238], [3.02060, -6.13484, 0.94120], [-4.26960, -0.35999, 4.67939], [-0.17535, -5.01550, -1.68680], [-0.01279, 1.25730, -0.96156], [0.24588, -6.35814, -6.32155], [-5.57990, 0.93025, 5.88716], [4.62720, 1.23745, 0.74202], [1.59996, -5.66159, -4.58018], [-2.37314, 0.76064, 4.61488], [4.57470, 2.22045, -0.71686], [2.24542, -5.20639, -6.17239], [0.64962, -0.78897, -0.76105], [-0.82743, -0.21978, 3.27377], [2.49430, 4.48567, -5.29831], [0.78659, 0.76009, -5.57650], [-0.43382, 1.54561, -7.60024], [2.41138, -1.03191, 4.25962], [1.14090, 0.86117, -8.03669], [2.46684, 1.17057, -1.65099], [-2.72760, 0.00377, 2.30634], [0.70925, 0.64418, 6.11120], [-6.74273, 1.35530, 3.19193], [-5.01204, 2.40283, 5.14001], [-4.85930, 0.23709, 3.17042], [2.33931, 0.03401, -3.64893], [2.69839, 3.65201, -6.84465], [-3.47480, -0.06409, -1.13772], [-0.83195, -5.71183, -7.56328], [1.77720, -1.46750, -2.92920], [-3.06475, 5.90688, 2.27335], [-7.47329, 0.76289, 4.69216], [1.36851, 1.65378, 3.77948], [-1.70669, 5.65028, 3.35999], [1.47788, -0.33435, 2.44278], [3.68511, -0.76582, 6.42742], [2.89735, 0.53323, 4.86596], [-1.47722, -6.16600, -5.97768], [0.74070, 0.01800, -2.94522], [-0.70395, -3.07692, -0.24023], [0.10117, -0.69656, 5.17617], [1.12152, 4.34586, -6.40548], [-1.46561, 5.76654, 1.59757], [0.26981, 2.60359, 0.07804], [2.48870, -1.87240, 6.38712]], "forces_ev_per_angstrom": [[0.074, 0.344, 0.083], [-0.013, -0.159, -0.099], [-0.059, 0.048, -0.030], [-0.152, 0.521, -0.642], [-0.183, -0.166, 0.259], [0.490, -0.373, 0.257], [-0.027, 0.028, 0.045], [0.469, 0.559, 1.190], [-0.018, 0.199, 0.102], [0.000, -0.096, 1.015], [0.120, -0.103, 0.071], [0.113, -0.160, 0.119], [0.019, 0.159, -0.002], [-0.143, 0.658, 0.407], [-0.061, 0.161, -0.342], [0.799, -0.140, 0.528], [0.121, 0.353, 0.384], [-0.262, -0.369, -1.370], [1.149, 0.674, -0.379], [-0.391, 0.458, 0.166], [0.656, 0.201, -0.008], [-0.661, 0.162, 0.375], [0.008, -0.084, 0.026], [-0.249, -0.045, -0.048], [-0.321, -0.120, -0.302], [-0.030, -0.255, 0.218], [0.711, 0.552, -0.055], [0.008, 0.067, 0.037], [0.663, -0.619, -0.047], [0.263, -0.176, 0.352], [-0.438, -0.682, -0.452], [1.232, -1.024, -0.755], [0.021, 0.071, -0.013], [-0.430, -0.373, 0.456], [0.378, -0.400, -0.331], [0.683, 0.429, 0.260], [0.501, -0.078, 0.632], [-0.628, -0.559, -0.337], [-0.228, 0.075, -0.296], [-0.237, -0.285, -0.571], [0.381, -0.681, 0.452], [0.014, -0.007, 0.069], [-0.865, -0.648, 0.026], [-0.249, 0.893, 0.882], [-0.073, -0.771, -0.602], [-0.199, 0.283, -0.011], [-0.443, 0.112, 0.095], [0.076, 0.706, -0.072], [-0.660, 0.186, -0.223], [-0.399, -0.036, 0.341], [-0.032, -0.060, -0.147], [0.351, 0.232, -0.121], [0.016, 0.027, 0.017], [-0.219, 0.241, -0.079], [-0.347, 0.056, -0.072], [-0.102, -0.222, 0.190], [0.131, 0.241, -0.115], [-0.433, -0.269, -0.028], [-0.019, -0.004, -0.030], [-0.296, 0.005, 0.104], [-0.037, 0.065, 0.001], [-0.111, -0.078, -0.486], [0.096, -0.043, 0.102], [0.092, -0.142, -0.125], [-0.035, -0.200, -0.048], [-0.153, 0.154, -0.058], [0.064, 0.033, -0.208], [0.033, 0.012, 0.012], [0.108, 0.179, 0.322], [0.124, -0.157, -0.080], [0.028, -0.071, -0.075], [0.315, 0.189, 0.032], [0.119, 0.026, -0.160], [-0.008, -0.093, 0.029], [-0.215, -0.296, 0.204], [-0.368, -0.205, -0.297], [-0.002, -0.047, 0.054], [0.013, -0.046, -0.051], [0.003, 0.047, -0.092], [-0.123, 0.094, -0.194], [-0.011, 0.050, -0.086], [0.445, 0.142, 0.285], [0.087, -0.019, -0.373], [-0.051, -0.014, 0.196], [-0.057, -0.060, -0.195], [0.026, 0.180, -0.119], [-0.138, 0.252, -0.260], [-0.068, -0.078, -0.335], [-0.056, 0.044, -0.062], [-0.477, 0.199, -0.015], [0.030, -0.102, -0.009], [-0.318, -0.167, 0.030], [-0.140, 0.001, 0.063], [-0.299, -0.079, -0.100], [0.069, 0.239, -0.147], [0.223, 0.041, 0.077], [0.036, 0.013, 0.012], [0.067, -0.136, 0.151], [-0.095, 0.311, -0.045], [0.032, -0.097, -0.025], [-0.191, -0.101, 0.025], [-0.046, 0.161, 0.115], [-0.037, -0.183, -0.065], [0.036, 0.004, -0.091], [0.262, 0.191, 0.060], [0.173, 0.102, 0.374], [-0.021, -0.050, 0.082]], "mulliken_charge": [-0.126, -0.023, -0.118, -0.092, -0.414, -0.918, -0.612, -0.460, -0.537, 0.827, -0.167, 0.645, -0.023, -0.127, -0.696, -0.480, -0.461, 1.515, -0.047, -0.773, -1.990, -1.024, 0.879, 0.149, -0.472, -0.970, -1.896, -1.326, -1.382, -0.692, -0.434, 1.176, 0.795, -1.431, -0.132, -1.231, -1.133, 0.051, -1.642, 0.171, -0.317, -1.515, -0.430, -1.169, 0.401, -0.882, -2.215, -1.138, 0.781, 0.443, 0.433, 0.409, 0.392, 0.209, 0.706, 0.914, 0.346, 0.323, 0.237, 0.305, 0.259, 0.263, 0.465, 0.432, 0.356, 0.495, 1.143, 0.339, 0.373, 0.327, 0.367, 0.051, 0.341, 0.423, 0.486, 0.825, 0.275, 0.131, 0.300, 0.042, 0.289, 0.470, 0.525, 0.512, 0.325, 0.388, 0.496, 0.546, 0.391, 0.299, 0.298, 0.626, 0.479, 0.357, 0.419, 0.335, 0.691, 0.253, 0.426, 0.285, 0.247, 0.458, 0.390, 0.407, 0.378, 0.158, 0.248], "total_charge": 1, "orbital_gap_ev": 8.6, "e_lumo_ev": -2.6}

---

(2)
{"formula": "C32H58BFN3O4", "method": "ωB97M-V/def2-TZVPD", "elements": ["F", "O", "O", "O", "O", "N", "N", "N", "C", "C", "C", "C", "C", "C", "C", "C", "C", "C", "C", "C", "C", "C", "C", "C", "C", "C", "C", "C", "C", "C", "C", "C", "C", "C", "C", "C", "C", "C", "C", "C", "B", "H", "H", "H", "H", "H", "H", "H", "H", "H", "H", "H", "H", "H", "H", "H", "H", "H", "H", "H", "H", "H", "H", "H", "H", "H", "H", "H", "H", "H", "H", "H", "H", "H", "H", "H", "H", "H", "H", "H", "H", "H", "H", "H", "H", "H", "H", "H", "H", "H", "H", "H", "H", "H", "H", "H", "H", "H", "H"], "xyz": [[0.58176, 3.24650, 2.19800], [-2.20540, -2.17755, 4.95179], [0.26825, -2.93548, 0.54596], [2.54087, -1.38811, -1.00575], [-2.64601, 0.06968, 5.63762], [-3.19206, -0.27515, -1.44413], [-1.86217, -4.86613, 2.93116], [-2.89379, -0.44303, 3.27209], [-1.74568, -5.54800, 5.44950], [1.58900, -3.26082, 0.14361], [1.94063, -2.66840, -1.20706], [1.01958, 1.08789, -3.23304], [3.12972, 3.23922, -5.28766], [-0.78360, -7.84616, 4.91546], [2.04144, 1.33688, -4.13868], [-4.14407, -0.24156, 1.34371], [-1.91053, 1.09018, 7.71669], [-2.66293, -0.05345, 0.91572], [-0.80306, 0.69536, 2.55032], [4.66159, 4.99524, -6.12584], [2.39122, 5.69309, -5.46451], [2.36704, -0.49250, -2.03824], [1.90506, 2.29291, -5.33355], [-0.61744, -6.55683, 5.70962], [3.18256, 4.54583, -6.11377], [0.15144, -1.71106, 1.22315], [1.90159, 1.38996, -6.59116], [3.23604, 0.64369, -3.94665], [-1.80183, -5.15483, 4.03984], [-0.27407, 3.03069, 3.27371], [3.40566, -0.25397, -2.91921], [-1.37808, 2.08604, 2.83409], [1.18016, 0.19166, -2.19428], [-2.44844, -0.91711, -0.34815], [2.75495, 4.37933, -7.57124], [-1.12595, -1.76962, 2.06937], [0.57564, 3.03863, -5.24959], [-4.03368, -1.13398, 2.58076], [-1.47383, 0.44645, 6.41339], [-1.80570, -0.40673, 2.20098], [-2.54729, -0.89348, 4.70225], [2.63398, -3.32152, -1.74383], [-0.75035, -7.65935, 3.84123], [-0.25085, 2.32790, -5.22956], [-2.81278, -1.93096, -0.16597], [-0.60300, -6.77818, 6.77721], [-1.73287, -8.33207, 5.14664], [-2.71074, -5.98179, 5.71849], [4.33853, -0.78624, -2.79821], [1.37755, 0.46029, -6.37703], [-1.24279, 1.90337, 7.98920], [3.28153, 3.52388, -4.24211], [-0.84772, -2.16647, 3.04476], [4.91840, 5.55274, -5.22562], [-3.26708, 0.49940, 3.39113], [1.72584, 4.04811, -7.68919], [1.01997, -1.52421, 1.86230], [1.64263, -4.34708, 0.09022], [1.33508, 5.66165, -5.73247], [5.34316, 4.15645, -6.26181], [-0.67137, 3.99430, 3.58821], [1.02264, -2.55950, -1.78998], [4.01108, 2.66273, -5.57024], [-2.74074, -0.48716, -2.32412], [-1.95400, 0.36779, 8.52683], [-0.86308, -0.43808, 6.59216], [2.31798, -2.90195, 0.87494], [-2.13587, 2.08585, 3.62288], [3.39193, 3.65305, -8.08156], [2.86448, 5.32767, -8.09880], [-2.90326, 1.51469, 7.57503], [0.06607, 1.58905, -3.30877], [-4.55772, 0.71743, 1.65244], [-1.41439, -0.95288, -0.65997], [-0.24005, 0.38788, 3.44097], [-4.74349, -0.75473, 0.59994], [-2.47888, 0.95935, 0.56433], [-2.77096, -2.86371, 4.58022], [-4.93245, -1.06967, 3.19182], [2.92408, 1.12437, -6.86230], [0.51959, 3.61858, -4.32515], [-1.79998, 2.52373, 1.92790], [-3.78953, -2.16302, 2.33833], [4.05925, 0.80635, -4.62664], [-4.13134, -0.64202, -1.52089], [1.44566, 1.88749, -7.44345], [2.47427, 5.66836, -4.37903], [0.44175, 3.72750, -6.07531], [0.33090, 2.59141, 4.07005], [0.33992, -6.09256, 5.46736], [-1.59762, -4.64976, 6.05132], [0.36351, 0.02000, -1.50473], [0.01649, -8.54539, 5.15286], [-0.09769, 0.79721, 1.72874], [0.12220, -0.88417, 0.51186], [2.76322, 6.64605, -5.84375], [4.82597, 5.67154, -6.96726], [-0.89980, 1.15802, 5.81862], [-1.79290, -2.51029, 1.63791]], "forces_ev_per_angstrom": [[-0.068, -0.013, 0.050], [-0.415, 0.257, 0.456], [0.087, -0.086, 0.372], [-0.159, 0.027, 0.242], [0.707, 0.252, -0.609], [0.168, -0.141, 0.028], [-0.120, 0.243, -0.192], [-0.734, -0.736, 0.325], [0.219, -0.115, 0.070], [0.068, -0.005, -0.383], [0.007, 0.097, 0.123], [-0.162, 0.219, -0.127], [-0.197, 0.272, -0.086], [0.016, 0.027, 0.009], [0.099, 0.126, -0.074], [0.759, -0.393, 0.421], [-0.175, -0.062, -0.196], [-0.126, -0.650, -0.337], [-0.297, 0.128, 0.461], [-0.163, 0.145, -0.244], [-0.288, -0.156, -0.409], [0.130, -0.109, -0.024], [-0.098, -0.319, 0.116], [0.028, -0.128, -0.069], [0.322, 0.168, 0.065], [-0.142, 0.118, -0.087], [0.280, 0.213, 0.142], [0.026, 0.220, -0.314], [-0.110, -0.168, 0.295], [0.085, -0.119, -0.135], [0.127, -0.270, 0.160], [0.306, 0.099, -0.161], [-0.139, -0.220, 0.221], [-0.525, 0.362, -0.073], [0.104, -0.194, -0.087], [0.233, 0.032, 0.314], [0.100, 0.013, 0.416], [-0.490, 0.740, -0.196], [-0.075, 0.105, 0.521], [0.057, 0.700, -1.129], [-0.050, -0.383, 0.294], [0.037, 0.022, -0.055], [-0.021, 0.010, -0.005], [-0.081, 0.044, -0.214], [0.261, -0.165, 0.018], [-0.030, 0.057, 0.019], [-0.005, -0.006, 0.000], [-0.017, 0.013, -0.015], [0.051, -0.029, 0.045], [-0.197, 0.015, -0.123], [0.112, -0.055, 0.085], [0.057, 0.027, 0.028], [-0.042, 0.072, 0.042], [0.106, -0.199, 0.160], [0.408, 0.216, -0.036], [-0.075, 0.045, 0.040], [0.061, -0.081, 0.018], [-0.097, -0.032, 0.036], [-0.059, -0.057, 0.123], [0.059, -0.026, 0.091], [0.019, 0.034, 0.017], [0.011, -0.087, -0.093], [-0.032, -0.119, -0.007], [-0.010, 0.064, -0.060], [-0.043, 0.008, 0.056], [0.025, -0.050, -0.058], [0.027, -0.083, 0.093], [-0.043, 0.013, 0.030], [0.014, -0.033, -0.007], [-0.034, 0.046, 0.007], [-0.016, 0.060, 0.053], [0.006, 0.087, -0.059], [-0.435, -0.046, -0.236], [0.161, -0.158, 0.114], [0.145, -0.115, -0.085], [-0.189, 0.412, -0.190], [-0.015, 0.130, 0.293], [0.400, -0.167, -0.463], [0.061, -0.218, 0.164], [0.019, -0.054, -0.057], [-0.008, 0.069, -0.016], [-0.250, -0.052, 0.061], [0.141, -0.074, 0.151], [0.062, -0.018, -0.041], [-0.052, 0.044, 0.002], [-0.046, -0.039, -0.064], [0.076, 0.110, 0.055], [-0.059, -0.074, -0.144], [-0.027, 0.082, 0.113], [-0.004, 0.036, 0.019], [-0.041, 0.018, -0.013], [-0.005, -0.014, 0.062], [-0.003, -0.013, 0.005], [0.100, -0.104, 0.023], [0.068, 0.073, -0.047], [0.067, 0.055, 0.118], [-0.005, 0.093, 0.036], [-0.046, -0.045, -0.137], [0.039, -0.038, -0.119]], "mulliken_charge": [-0.307, -0.332, -0.352, -0.473, -0.554, -0.631, -0.423, -0.223, -0.311, -0.725, -0.480, -0.560, -2.001, -1.156, -0.473, -0.998, -1.318, 0.314, -1.345, -1.908, -1.838, 0.431, 3.523, -0.492, 2.570, -0.263, -1.818, -0.579, 0.258, -0.623, -0.900, -0.466, -0.658, -0.379, -1.888, -1.577, -2.454, -0.473, 0.276, 1.020, 0.630, 0.401, 0.346, 0.584, 0.400, 0.330, 0.299, 0.362, 0.464, 0.469, 0.378, 0.455, 0.957, 0.408, 0.524, 0.307, 0.656, 0.431, 0.364, 0.398, 0.392, 0.343, 0.427, 0.274, 0.319, 0.356, 0.396, 0.498, 0.348, 0.512, 0.326, 0.468, 0.347, -0.243, 0.653, 0.413, 0.179, 0.190, 0.435, 0.372, 0.434, 0.253, 0.513, 0.325, 0.253, 0.371, 0.360, 0.357, 0.265, 0.306, 0.209, 0.420, 0.349, 0.574, -0.697, 0.478, 0.451, -0.092, 0.290], "total_charge": 1, "orbital_gap_ev": 8.1, "e_lumo_ev": -2.3}